Here is C14H44CsO12 as an isolated structure from OMol25. Energies are from ωB97M-V/def2-TZVPD.

```
71
C14H44CsO12 | OMol25 | ωB97M-V/def2-TZVPD
Cs 0.36495 -0.23301 -0.06843
O -2.25494 -2.24296 5.87295
O -0.48872 1.06186 2.56737
O 0.68117 -2.04771 2.40845
O -2.39995 -2.76855 3.86389
O -1.03055 -0.98845 -2.71801
O 2.44127 -3.27946 -1.08275
O -0.34589 2.33302 -1.81844
O 1.02119 -5.50005 -4.18358
O -2.42964 -1.48219 1.32581
O 3.51011 0.72851 0.48038
O -3.95248 5.24856 1.44111
O -1.05129 -1.14819 4.44714
C 0.54616 3.28021 -2.34407
C -0.03722 2.19067 3.29545
C 1.98485 -1.57693 2.63963
C -3.47969 -0.53727 1.37719
C 1.91884 2.99989 -1.64847
C -4.21094 -0.33258 0.00872
C 4.66068 -3.22071 -2.04440
C -2.72714 3.62256 0.22314
C 0.33954 -4.57163 -3.45938
C -3.92937 3.88022 1.06870
C 3.67485 1.58884 1.63564
C -1.94477 -1.95405 4.68724
C 3.38806 -2.49594 -1.77079
C -0.75605 -0.30632 -3.94298
H -3.96789 3.23029 1.94288
H -2.43366 -1.93703 2.17121
H 0.22358 4.28972 -2.08924
H -1.82041 3.91443 0.75299
H 2.31219 2.05206 -2.01588
H 3.56392 -1.54855 -1.26125
H -0.64296 -4.88809 -3.10914
H 5.24049 -2.55706 -2.68587
H 2.70870 -1.98848 1.93623
H 5.27839 -3.39341 -1.16308
H -1.06341 -0.94026 -4.77469
H 0.35295 -3.57479 -3.90008
H -3.16488 0.46732 1.65967
H 2.97533 -2.30722 -2.76182
H 0.77184 -4.52276 -2.45997
H -0.86046 2.71123 3.78473
H 2.32199 -1.88386 3.62970
H -2.74875 4.11384 -0.74963
H 4.37972 0.51063 0.13699
H -1.44678 0.53451 -4.00620
H 0.38075 -5.99056 -4.70401
H 4.52541 -4.18815 -2.52800
H 2.82093 -4.05938 -0.67143
H 2.70804 1.88127 2.04534
H 4.09819 2.57274 1.43356
H 2.00112 -0.48770 2.60220
H -3.45729 -0.10045 -0.74376
H -4.30545 5.30308 2.33220
H -4.10576 -0.89035 2.19662
H -1.95710 -1.23610 -2.76008
H -0.72762 0.41233 3.23267
H 0.06892 -1.64266 3.02707
H 0.72088 1.90696 4.02545
H -2.64808 2.56374 -0.02334
H 4.29621 1.11663 2.39659
H -4.97897 0.43899 0.06280
H 2.67868 3.74462 -1.88536
H 0.32691 2.88775 2.54074
H -4.73974 -1.25906 -0.21513
H 0.28387 0.01029 -4.02313
H -1.21054 2.50460 -2.19861
H 0.63838 3.28704 -3.43014
H -4.87026 3.69989 0.54880
H 1.97982 2.99329 -0.56020
```

Computed properties:
strongest force on any atom = 6.976 eV/Å
energy above the lowest of the compared OMol25 structures with the same formula, charge and spin = 128.6 kcal/mol
highest occupied orbital energy = -0.8160 eV
total charge = -1
LUMO = 1.104 eV
DFT total energy = -40346.38585 eV
multiplicity = 1
gap between HOMO and LUMO = 1.92 eV